86
Properties=species:S:1:pos:R:3:forces:R:3 method="wB97M-V/def2-TZVPD" homo_lumo_gap_ev="3.057 / 5.907" spin_multiplicity=6 homo_energy_ha="0.029 / -0.085" charge=-2 fmax_ev_per_a=1.66 lumo_energy_ev="3.85 / 3.61" energy_ha=-3782.37301 s2=8.8679
Ru -0.8195 0.5750 0.4503 0.5 -0.1 -0.8
Cl -3.5389 0.4606 3.0634 -0.1 -0.2 0.2
Cl -2.8572 2.7483 1.4253 -0.6 0.1 0.5
S -3.1061 0.0267 -0.6500 0.0 0.4 0.6
Si 0.1155 0.8275 2.6348 0.6 -0.1 0.9
O -0.9149 2.4475 -0.5499 -0.1 -0.2 1.3
O -1.9749 2.4830 -2.5045 0.1 0.2 0.2
O 0.9387 3.2878 -6.3856 -1.0 0.4 -0.6
O 3.6887 0.4035 -0.6176 0.2 0.0 -0.1
O 1.1320 0.6979 -0.7790 -1.0 -0.5 1.0
O 4.9187 0.9807 -2.3177 -0.1 -0.1 0.1
O 3.0729 2.8229 -6.2776 0.8 -0.1 -0.2
N -2.2213 -0.2050 -3.0977 0.2 -0.4 0.8
N 1.9378 2.8689 -5.7526 -0.1 -0.2 0.7
N 3.8057 0.8954 -1.7538 0.4 -0.2 0.2
N -1.8867 -2.0750 -1.6639 0.3 0.3 0.1
N -0.7985 -1.1780 1.0563 0.1 1.6 -0.1
C -2.3103 -0.9922 -5.4242 0.2 0.0 0.2
C 1.5532 -2.1387 -0.2571 0.0 0.0 0.0
C -0.7748 4.7690 5.0937 -0.1 0.0 0.0
C 0.9466 -4.3554 0.7240 0.1 -0.3 0.1
C -3.7096 2.2101 2.9010 0.3 0.3 -0.4
C 2.6902 1.3903 -2.4335 -0.9 0.1 0.3
C 0.3566 2.0825 -2.5231 -0.3 0.0 0.1
C -0.0654 3.6982 3.0654 0.1 0.0 -0.1
C 4.8196 0.6179 2.6483 0.1 -0.1 0.0
C 4.0686 -0.5116 2.9283 0.2 -0.1 0.0
C -1.0455 -4.6575 2.0257 0.0 -0.3 0.0
C -2.3041 -0.8010 -1.9006 -0.6 -0.2 -0.8
C 2.6872 -0.4504 2.9001 -0.2 -0.1 0.0
C 0.1038 -5.1878 1.4504 0.0 0.0 0.0
C -0.3062 2.4353 3.6030 0.0 -0.3 -0.4
C 1.3885 1.3632 -1.8214 0.6 0.2 -0.6
C 2.7971 1.8454 2.2723 -0.1 0.1 0.0
C 2.0256 0.7360 2.5985 -0.6 0.1 -0.2
C -1.4264 -0.6241 -4.2327 0.1 -0.2 -0.4
C 4.1771 1.7919 2.3008 0.2 0.2 0.0
C 2.8605 1.9022 -3.7229 0.5 0.2 -0.6
C -0.9657 -4.1456 -2.5678 -0.3 0.1 -0.1
C 0.5372 2.5448 -3.8038 -0.1 0.0 0.1
C -0.8553 2.3809 4.8821 0.1 -0.3 -0.1
C -0.9446 2.3397 -1.8208 0.0 0.2 -1.6
C -1.3616 -3.3235 1.8998 -0.1 0.4 0.0
C -2.1947 -3.2539 -2.4395 0.2 -0.3 -0.4
C -2.6104 -2.7396 2.4885 0.0 0.0 -0.1
C -0.4866 -2.4386 1.1788 0.4 -1.6 0.4
C -0.2858 4.8483 3.7996 0.1 0.3 0.0
C 1.7794 2.4287 -4.4382 0.2 0.0 0.0
C -1.0847 3.5261 5.6227 -0.1 0.2 0.2
C 0.6855 -3.0125 0.5767 -0.1 0.4 -0.2
H 0.9440 -1.6199 -1.0006 0.1 0.1 0.0
H -1.4996 3.4546 6.6205 0.0 0.0 0.1
H 0.3229 -6.2425 1.5450 0.0 -0.1 0.0
H -1.7077 -5.3181 2.5730 -0.1 0.0 0.1
H 2.3241 -2.7143 -0.7666 0.1 0.0 0.0
H -3.0988 -2.0833 1.7638 0.0 0.0 0.0
H -1.7874 -2.2686 -0.6701 -0.2 0.2 -0.2
H -3.3038 -3.5222 2.7965 0.0 0.0 0.0
H -0.9234 5.6675 5.6804 0.0 0.0 0.0
H -0.2852 3.0194 -4.3221 0.0 0.0 0.0
H 5.9015 0.5790 2.6824 0.0 0.0 -0.1
H -3.0331 -0.2029 -5.6039 -0.1 0.1 -0.1
H 2.0338 -1.3583 0.3365 0.0 0.1 -0.2
H -0.6202 -4.4465 -1.5810 0.1 0.0 0.1
H -2.3748 -2.1217 3.3562 0.0 0.1 0.1
H -0.2046 -0.1985 3.6972 -0.1 0.1 -0.3
H -1.0993 1.4147 5.3005 0.0 -0.1 0.1
H -3.2442 2.6735 3.7699 -0.1 0.0 -0.2
H -2.3998 0.8105 -3.0505 -0.1 -0.1 0.1
H 4.7550 2.6709 2.0448 0.0 0.0 0.0
H -2.8502 -1.9199 -5.2444 -0.1 -0.1 0.0
H -1.6970 -1.1102 -6.3124 0.1 0.0 -0.2
H 2.3108 2.7693 1.9957 0.0 0.1 -0.1
H -4.7677 2.4464 2.8113 0.2 0.0 0.0
H -0.0733 5.8178 3.3686 0.0 0.0 -0.1
H -2.5550 -2.9619 -3.4265 0.0 0.0 0.1
H -1.2048 -5.0339 -3.1484 0.0 -0.2 0.0
H -0.1661 -3.6021 -3.0663 0.1 0.0 0.0
H 2.1076 -1.3393 3.1135 0.0 -0.1 0.1
H 0.2937 3.7799 2.0490 0.0 0.0 -0.1
H -3.0047 -3.8060 -1.9357 0.1 0.1 -0.2
H -0.7902 -1.4700 -3.9564 0.0 0.2 0.1
H -0.7791 0.2137 -4.5133 0.0 -0.1 0.1
H 4.5653 -1.4452 3.1628 0.0 0.0 0.0
H 3.8373 1.8816 -4.1783 -0.1 0.0 0.0
H 1.8367 -4.7598 0.2544 0.0 0.0 0.0

***

128
Properties=species:S:1:pos:R:3:forces:R:3 method="wB97M-V/def2-TZVPD" homo_lumo_gap_ev=7.638 homo_energy_ha=-0.212 charge=-1 fmax_ev_per_a=14.96 lumo_energy_ev=1.88 energy_ha=-3295.69983
S -0.4443 -0.2339 -0.7514 4.2 2.9 1.9
O -0.1140 -0.1172 -2.1139 0.4 -0.7 -4.7
O 4.1371 -2.2752 -1.1136 0.7 -0.4 -0.8
O 0.5638 0.5778 -0.0649 1.2 1.0 2.4
O 0.7172 -5.2174 1.7214 -2.0 0.4 -1.6
O -3.4819 2.6415 4.3583 1.0 0.2 0.5
O 3.5967 -2.3926 1.0869 1.2 -0.3 -2.1
O 0.2968 4.7689 -2.5610 -3.4 -2.6 0.8
O 1.4635 1.2745 4.3098 0.6 -2.6 -1.1
O 4.1739 3.5510 -2.8224 -1.2 0.9 1.7
O 0.4349 3.1849 3.8386 -1.5 -0.7 0.3
O -1.2896 -6.4201 1.8571 0.6 -0.5 1.0
O -0.3116 -1.5779 -0.2896 1.9 -2.7 2.1
O -1.0523 -4.1537 -2.4071 -4.8 0.6 1.1
O -4.3531 0.8513 3.5472 -3.1 -3.9 -0.5
O -1.7357 0.3458 -0.4764 -0.3 1.9 0.9
O 0.5365 -5.1797 -3.5281 -1.0 1.6 1.0
O 3.4647 1.7511 -4.0467 0.5 2.8 1.9
O -4.1445 -2.7670 1.2426 3.1 2.8 0.5
O -1.3703 5.7029 -1.2812 -0.4 2.1 0.4
O -3.1725 3.6249 -2.3443 -5.6 -2.1 -1.7
N 1.2727 -1.2969 2.1872 -8.1 -5.7 -1.6
C 2.3611 2.2470 -1.9945 0.3 -0.4 1.6
C -0.8633 4.7535 -1.7488 1.3 -3.8 -0.8
C -3.2193 -5.0451 -1.8334 -5.0 1.7 0.8
C -5.7714 -0.8788 4.6222 -6.1 6.3 -3.3
C 0.0876 -4.1871 -2.9059 6.3 -2.0 -3.1
C -5.3429 0.6275 4.6271 4.3 -1.5 2.6
C 0.7104 3.1626 2.4176 1.5 -2.5 -0.8
C 0.5244 4.5710 1.9634 0.5 2.9 1.4
C -3.0554 2.4025 -2.0450 -5.3 0.8 -3.0
C 2.5924 -5.0636 3.2686 -0.6 0.3 0.3
C 3.3869 2.5331 -3.0616 -1.2 -4.9 -2.3
C -3.4544 1.7409 3.5476 1.4 4.2 -0.8
C -0.5933 -5.6263 1.3106 0.9 1.2 -0.7
C -2.5745 1.7422 2.2652 1.8 -0.5 -1.6
C -2.2205 1.5175 -2.9686 -1.7 -1.2 -0.1
C 1.5811 5.8780 -4.1436 -2.2 1.3 -0.2
C 5.5165 5.4313 -3.2842 1.8 -1.6 -0.3
C 2.9532 -1.6148 -1.5554 -2.6 2.5 0.7
C 5.5872 -3.4844 0.2937 -2.9 -0.2 -4.5
C -1.0438 -4.8529 0.1003 4.4 -0.7 0.2
C 0.6850 2.1120 4.6139 1.1 3.4 1.9
C 1.2139 -5.6771 2.9021 0.2 2.0 4.7
C -1.3005 3.3284 -1.4626 2.1 0.3 3.2
C -3.8242 1.7008 -0.8986 1.9 -3.8 -2.6
C 0.2563 2.3352 6.0959 0.3 -0.8 0.3
C 5.0894 4.0234 -3.7424 1.1 0.0 -1.3
C -2.2798 -1.4445 2.1003 1.4 1.6 3.6
C 4.3510 -2.6594 0.1162 -2.8 0.5 3.8
C -2.5488 -1.9218 -0.3464 -14.5 -1.6 3.1
C -1.9258 -5.2716 -2.5240 -0.2 -1.1 1.3
C 0.9310 -2.9507 -2.5956 -2.9 -2.9 -0.2
C 0.7884 6.0055 -2.8131 -1.2 2.4 -1.6
C -3.1014 -2.0418 1.0766 -2.5 -4.4 -2.7
C 2.7925 -1.5096 -3.0657 8.3 0.7 1.2
H 6.1416 5.9340 -4.0832 -0.6 -0.6 0.9
H 1.9930 -2.1321 -1.3256 2.0 0.8 1.8
H 0.7145 -2.2198 -3.3518 -0.7 0.3 0.1
H -0.2024 -4.6993 -0.6925 -1.5 -0.4 2.3
H -0.7301 1.9582 6.1373 -1.9 0.5 -0.1
H -2.3081 3.3882 -0.9394 3.6 0.8 1.9
H -3.8907 -6.0641 -1.8864 1.7 2.5 -0.1
H -4.7863 0.9274 5.6426 -0.9 -0.9 -2.1
H 3.2187 -5.6516 4.0795 -1.3 1.4 -2.0
H 2.4378 -3.9628 3.4980 0.1 -1.3 0.7
H 1.0553 -6.6677 3.0669 0.6 -3.5 -0.6
H -1.3103 -1.9144 2.1444 1.1 0.3 -1.9
H -0.5417 5.0373 2.4620 3.2 -1.2 -1.7
H 4.6155 4.2335 -4.6975 -0.1 -1.0 -0.4
H 2.2326 6.7157 -4.3074 0.3 0.5 -0.1
H 1.7926 2.6878 2.3214 -2.1 1.3 -0.2
H -1.5371 1.1215 -2.1218 -1.1 -0.5 -3.1
H 1.5607 -1.5276 3.0191 1.7 -1.3 6.2
H 1.2047 -2.1420 1.6369 1.0 -0.6 -0.9
H 2.1328 4.9932 -4.1797 1.1 -1.5 0.4
H -1.6295 2.6546 -2.2600 4.4 3.0 0.9
H 5.8555 3.1901 -3.7737 -0.2 1.5 -0.6
H 4.6031 5.9978 -3.1477 0.1 0.2 0.6
H -0.5959 2.6608 -0.9965 1.2 0.5 1.0
H 1.8160 -0.7287 1.8064 5.9 6.8 -4.9
H -1.9196 0.7844 2.2008 -0.8 3.2 0.2
H -4.4923 0.8349 -1.3799 2.0 1.2 0.8
H -2.2308 -5.4595 -3.5052 0.4 -0.2 -1.9
H 0.8910 5.7861 -5.0303 0.4 0.3 1.0
H 3.7732 -1.1171 -3.4123 -0.8 0.8 -0.2
H -3.4640 -2.1875 -1.0696 1.2 -0.1 1.6
H 5.3221 -4.4295 -0.2370 0.6 0.4 0.4
H 1.3613 6.1208 -1.9235 1.2 1.7 0.4
H -1.4000 -3.9263 0.4342 -0.2 1.6 0.4
H 2.0752 3.2208 -1.6524 -0.5 0.5 0.6
H -5.2114 -1.5451 4.9946 5.0 -4.6 2.7
H -1.5133 -6.2003 -2.0912 0.6 0.6 -0.5
H 2.7190 -2.3683 -3.6203 0.3 -1.7 -1.2
H -2.2922 -1.8006 3.1407 -2.3 0.2 0.4
H -3.1829 1.7022 1.2970 0.5 0.0 2.1
H 2.0092 -0.9330 -3.1901 -3.4 3.3 -1.0
H 0.2889 3.4183 6.4814 0.1 -1.9 -0.7
H 5.9310 -3.6443 1.2203 1.0 -0.2 3.3
H 0.2894 -1.0743 2.0765 -0.3 1.3 0.3
H 2.9929 -4.8861 2.3031 1.8 -0.6 -0.8
H 0.5740 4.6022 0.8858 -0.8 0.0 -0.4
H -2.5325 -0.9600 -0.5438 -0.2 3.6 -0.6
H -6.0588 -1.1735 3.5543 0.1 0.3 1.6
H 1.5131 5.2560 2.1845 -2.6 -1.5 0.2
H -1.7518 2.5374 1.9965 -2.2 -0.9 1.5
H 2.8322 -0.5136 -1.1600 0.7 -2.2 -0.4
H 2.0003 -3.0379 -2.6108 -1.4 -2.4 0.0
H 0.5936 -2.6606 -1.6101 -0.5 0.5 -0.3
H 1.4268 1.7148 -2.3153 1.3 0.2 0.0
H -1.8302 -2.2924 -0.7597 7.4 -4.8 -3.4
H -1.8583 -5.3407 -0.3000 -0.8 -1.2 -0.3
H 2.7891 1.7089 -1.0383 -0.6 0.9 -2.1
H 6.1619 -2.8989 -0.3576 2.2 0.1 -0.8
H -2.8868 0.7758 -3.5768 1.3 1.0 1.3
H -2.2254 -0.2673 2.1925 -0.4 -4.2 -0.8
H -3.0961 1.2509 -0.1316 -1.8 0.9 -1.8
H -6.1503 1.2837 4.6719 -1.3 1.2 -1.1
H -6.6756 -0.8270 5.3179 0.7 -0.4 -1.2
H 6.1513 5.1834 -2.3980 -0.7 1.3 -0.3
H -3.8672 -4.1245 -2.4100 1.7 -2.7 1.6
H -4.5722 2.2801 -0.6087 -2.8 3.2 1.9
H 0.0369 2.4488 1.7667 1.2 1.1 1.7
H 0.6454 1.4898 6.7852 0.6 1.9 -1.1
H -1.7571 2.3148 -3.5968 -0.1 -1.5 -0.6
H -3.2309 -4.7213 -0.7056 -0.3 -0.5 -2.6
H -0.1428 6.7825 -2.8514 2.5 -1.4 0.0
H 0.6456 -5.4228 3.8504 -0.6 0.8 -1.1